{"formula": "C38H77F4NO10", "method": "wB97M-V/def2-TZVPD", "homo_energy_ev": -9.00, "lumo_ev": 0.51, "gap_ha": 0.350, "smiles": "CCCCCCCC[C@H](COCCCCCOC(C)=O)O[C@@](CCN)(CCCF)CCC(F)(F)F.COCCOCCOC.COCCOCCOC", "species": ["F", "F", "F", "F", "O", "O", "O", "O", "O", "O", "O", "O", "O", "O", "N", "C", "C", "C", "C", "C", "C", "C", "C", "C", "C", "C", "C", "C", "C", "C", "C", "C", "C", "C", "C", "C", "C", "C", "C", "C", "C", "C", "C", "C", "C", "C", "C", "C", "C", "C", "C", "C", "C", "H", "H", "H", "H", "H", "H", "H", "H", "H", "H", "H", "H", "H", "H", "H", "H", "H", "H", "H", "H", "H", "H", "H", "H", "H", "H", "H", "H", "H", "H", "H", "H", "H", "H", "H", "H", "H", "H", "H", "H", "H", "H", "H", "H", "H", "H", "H", "H", "H", "H", "H", "H", "H", "H", "H", "H", "H", "H", "H", "H", "H", "H", "H", "H", "H", "H", "H", "H", "H", "H", "H", "H", "H", "H", "H", "H", "H"], "positions_angstrom": [[-3.815, 0.389, 0.976], [-3.150, -0.159, 2.987], [1.739, 0.270, 2.607], [-4.958, -1.047, 2.134], [-5.387, 5.077, 3.646], [-0.543, -1.489, -1.242], [8.157, -1.085, 0.351], [-4.272, 4.103, 1.957], [6.036, -3.272, -0.069], [2.428, 7.000, 3.549], [-1.512, 1.256, -1.447], [3.781, 6.419, 6.272], [3.307, 4.066, 3.808], [7.994, -3.073, -2.455], [0.144, -4.373, -2.025], [1.878, 6.629, 4.805], [2.616, 2.874, 3.478], [-5.850, -4.187, -3.453], [8.658, -4.060, -3.209], [-4.935, -4.027, -4.664], [-1.393, -3.573, -0.162], [-1.362, 2.538, -2.047], [2.626, 7.191, 5.992], [-7.105, -4.988, -3.737], [-2.899, -1.753, 1.256], [-1.452, 0.289, -2.481], [-0.713, -2.202, -0.039], [3.450, 4.937, 2.701], [-6.609, 3.731, 2.099], [-3.453, 5.256, 1.761], [-2.541, 3.883, -0.252], [-1.430, -1.356, 1.043], [4.734, 7.137, 7.018], [-3.689, -0.638, 1.849], [-1.234, 3.637, -1.025], [-3.904, -2.902, -4.538], [-5.396, 4.380, 2.664], [-2.334, 5.010, 0.751], [-3.368, -2.673, -3.127], [-1.987, -2.020, -3.168], [8.049, 0.229, 0.849], [-1.702, -1.111, -1.962], [0.720, -2.485, 0.445], [-8.657, -5.429, -5.678], [-0.605, -4.711, -0.818], [6.588, -3.245, -2.463], [7.691, -2.052, 1.275], [-8.033, -4.371, -4.783], [7.303, -3.330, 0.569], [5.955, -2.542, -1.285], [3.638, 6.364, 3.159], [1.907, -1.068, 2.247], [1.578, -1.234, 0.771], [-2.945, -2.571, 1.962], [1.097, -4.680, -1.978], [-8.842, -3.863, -4.271], [-0.297, -4.720, -2.857], [3.141, 2.316, 2.697], [-1.367, -0.315, 0.759], [4.885, -2.455, -1.488], [4.332, 4.621, 2.125], [8.411, 0.905, 0.078], [-1.047, 4.555, -1.575], [8.655, 0.359, 1.753], [-6.814, -5.984, -4.055], [1.970, 7.165, 6.874], [0.029, -5.196, -0.092], [2.571, 4.885, 2.054], [2.904, 8.231, 5.785], [-2.999, 5.512, 2.711], [0.690, -3.100, 1.338], [-1.399, 4.857, 1.260], [2.944, -1.279, 2.461], [-7.539, -3.621, -5.387], [-2.864, 2.963, 0.202], [-2.239, 5.945, 0.211], [-1.567, -3.894, 0.860], [4.327, 7.450, 7.987], [5.584, 6.479, 7.189], [-2.208, 0.541, -3.223], [6.193, -2.814, -3.394], [-2.606, -1.041, -1.365], [-3.043, -3.189, -5.135], [-4.064, -2.055, -2.573], [-5.534, -3.842, -5.546], [8.347, -4.031, -4.260], [4.396, 6.431, 3.942], [-6.665, 2.701, 2.398], [8.498, -2.267, 1.989], [2.521, -1.355, 0.255], [-2.372, -3.479, -0.616], [7.201, -4.106, 1.330], [6.824, -1.666, 1.826], [-7.881, -6.028, -6.137], [-6.075, -3.224, -3.010], [7.005, 0.478, 1.073], [8.083, -3.649, -0.125], [-4.081, 6.074, 1.438], [-1.342, -5.462, -1.088], [9.725, -3.858, -3.151], [6.350, -1.531, -1.167], [1.596, 3.092, 3.145], [1.239, -1.642, 2.875], [-2.002, -1.396, -4.056], [-4.274, -1.979, -4.967], [2.563, 2.264, 4.376], [-3.398, -2.093, 0.361], [-7.489, 4.274, 2.404], [1.271, -3.000, -0.326], [8.467, -5.059, -2.801], [0.877, 7.066, 4.813], [-9.266, -6.079, -5.064], [-2.257, 2.731, -2.637], [-3.304, -3.636, -2.635], [-9.269, -4.984, -6.448], [-0.938, -1.546, 1.979], [6.334, -4.312, -2.427], [-6.543, 3.756, 1.021], [-7.672, -5.101, -2.820], [1.768, 5.546, 4.888], [5.079, 8.020, 6.467], [1.144, -0.328, 0.382], [-0.457, 0.300, -2.920], [-1.207, -2.749, -3.322], [-4.411, -4.966, -4.813], [-3.270, 4.208, -0.988], [-5.289, -4.723, -2.695], [-0.482, 2.496, -2.685], [3.995, 6.941, 2.303], [-0.386, 3.493, -0.365]], "forces_ev_per_angstrom": [[0.08, -0.04, 0.37], [-0.19, -0.03, -0.26], [-0.13, 0.27, 0.18], [0.38, 0.21, 0.10], [-0.05, 0.10, -0.33], [-0.35, 0.04, -0.02], [-0.23, 0.05, -0.10], [-0.49, -0.05, -0.56], [-0.02, 0.01, -0.01], [0.04, 0.00, 0.03], [0.11, -0.02, -0.06], [0.12, 0.08, -0.18], [-0.27, 0.02, 0.06], [0.03, -0.15, 0.18], [0.00, 0.36, 0.28], [-0.15, 0.06, -0.07], [0.22, 0.22, 0.05], [0.29, -0.21, 0.00], [0.00, 0.10, -0.01], [-0.09, 0.33, 0.31], [0.38, 0.10, -0.25], [0.05, -0.27, 0.59], [0.07, -0.24, 0.15], [-0.11, 0.40, -0.18], [0.44, 0.15, 0.43], [-0.09, 0.07, 0.74], [0.82, -0.55, 0.74], [0.28, -0.24, 0.22], [0.03, 0.25, -0.48], [0.86, -0.16, 0.38], [0.84, 0.32, -0.29], [-0.71, -0.59, -0.74], [-0.05, -0.09, 0.02], [-0.66, 0.16, -0.29], [-0.68, 0.25, -0.03], [0.29, -0.61, 0.11], [0.33, 0.02, 0.77], [-0.66, -0.25, -0.07], [0.23, -0.16, -0.47], [-0.71, 0.38, 0.07], [0.08, -0.07, -0.02], [0.31, 0.27, -0.64], [0.46, 1.10, -0.03], [0.24, 0.25, 0.28], [-0.53, -0.11, -0.63], [0.21, 0.24, -0.11], [0.27, 0.06, -0.11], [-0.32, -0.24, 0.03], [-0.05, -0.11, 0.09], [-0.18, -0.02, 0.05], [-0.02, 0.12, -0.10], [-0.30, 0.69, -0.42], [0.17, -0.75, 0.07], [-0.16, -0.25, 0.20], [0.19, -0.15, -0.15], [-0.15, 0.34, 0.13], [0.07, -0.21, -0.17], [-0.05, -0.02, -0.02], [0.20, 0.34, 0.06], [-0.01, -0.03, 0.01], [-0.07, 0.08, -0.13], [0.04, -0.01, -0.01], [0.31, 0.20, -0.21], [-0.04, 0.06, 0.02], [0.10, -0.29, -0.10], [-0.06, 0.15, -0.03], [0.39, 0.03, 0.25], [-0.11, 0.00, -0.09], [-0.04, 0.02, -0.01], [-0.07, 0.31, 0.22], [-0.13, -0.38, 0.11], [0.45, -0.17, 0.40], [0.24, -0.41, 0.15], [0.25, 0.17, -0.13], [-0.27, -0.27, 0.32], [0.27, 0.24, -0.23], [-0.20, -0.16, 0.26], [0.04, 0.06, 0.00], [-0.02, -0.03, 0.01], [-0.10, -0.02, -0.31], [-0.13, -0.12, 0.00], [-0.01, -0.17, 0.59], [0.16, 0.04, -0.36], [-0.18, 0.13, 0.29], [-0.08, -0.08, -0.34], [0.01, -0.07, 0.00], [-0.04, -0.14, 0.07], [-0.06, -0.54, 0.24], [-0.11, -0.04, 0.12], [0.23, 0.11, -0.27], [-0.13, 0.02, -0.26], [-0.03, 0.00, 0.00], [-0.01, -0.03, 0.02], [0.15, -0.21, -0.25], [-0.30, 0.36, -0.03], [0.02, 0.01, 0.07], [0.05, 0.15, -0.04], [-0.28, 0.22, -0.06], [-0.21, -0.30, 0.15], [0.00, 0.04, -0.01], [0.16, -0.04, -0.07], [-0.01, -0.04, -0.09], [-0.07, -0.26, 0.29], [0.23, 0.22, -0.30], [-0.16, 0.33, 0.02], [0.05, -0.02, 0.01], [-0.24, 0.19, -0.24], [-0.24, 0.02, 0.31], [-0.20, -0.43, -0.24], [-0.03, -0.02, -0.07], [0.02, 0.02, -0.03], [-0.27, -0.33, 0.02], [-0.10, 0.10, -0.45], [-0.04, -0.24, 0.34], [-0.26, 0.04, -0.26], [0.34, 0.32, 0.45], [-0.05, 0.00, 0.00], [0.00, -0.10, -0.30], [-0.03, -0.20, 0.30], [0.14, -0.01, 0.08], [-0.02, 0.04, 0.06], [-0.34, 0.34, -0.01], [0.21, 0.03, -0.39], [0.28, -0.14, 0.19], [0.06, -0.28, -0.13], [-0.45, -0.19, -0.09], [0.12, -0.06, 0.35], [0.14, 0.21, -0.30], [-0.03, 0.01, -0.01], [0.14, -0.25, 0.21]], "mulliken_charge": [-0.23, -0.28, -0.23, -0.32, -0.57, -0.57, -0.27, -0.16, -0.42, -0.46, -0.02, -0.25, -0.32, -0.24, -0.38, -0.33, -0.74, -0.50, -0.79, -0.52, -1.31, -0.83, -0.60, -1.09, -0.81, -1.80, 2.43, -0.36, -1.00, -0.64, -0.02, -0.65, -0.78, 0.76, -0.72, -1.24, 0.63, -0.74, 0.55, -2.25, -0.73, 2.17, -1.74, -1.40, -1.36, -0.71, -0.50, -0.30, -0.41, -0.20, -0.45, -0.42, -0.59, 0.56, 0.18, 0.33, 0.22, 0.36, 0.14, 0.28, 0.40, 0.24, 0.41, 0.32, 0.41, 0.42, 0.42, 0.18, 0.34, 0.27, 0.64, 0.31, 0.25, 0.35, 0.16, 0.30, 0.63, 0.32, 0.23, 0.45, 0.43, -0.34, 0.35, 0.41, 0.43, 0.32, 0.19, 0.27, 0.41, 0.30, 0.10, 0.39, 0.29, 0.36, 0.34, 0.28, 0.19, 0.45, 0.49, 0.23, 0.21, 0.25, 0.32, 0.73, 0.31, 0.32, 0.14, 0.34, 0.35, 0.33, 0.39, 0.34, 0.36, -0.02, 0.37, 0.37, 0.35, 0.31, 0.41, 0.16, 0.33, 0.25, 0.45, 0.34, 0.33, 0.15, 0.32, 0.37, 0.40, 0.37]}